Record 1
Computed, not measured: the molecule C4H11NO2, with the ωB97M-V functional and the def2-TZVPD basis.

ORCA input file:
```
! wB97M-V def2-TZVPD RIJCOSX def2/J DEFGRID3
* xyz 0 1
C 1.23 -0.88 0.39
O 1.34 -2.28 0.05
C -0.19 -0.41 0.24
C -0.28 1.09 0.45
C -1.74 1.54 0.69
O 0.36 1.75 -0.62
N -0.68 -0.69 -1.12
H 1.88 -0.41 -0.37
H 1.70 -0.52 1.31
H -0.82 -0.94 0.96
H 0.34 1.33 1.31
H -2.37 0.67 0.89
H -2.10 2.02 -0.21
H -1.76 2.19 1.56
H 0.01 1.31 -1.41
H -1.69 -0.57 -1.09
H -0.60 -1.68 -1.33
H 1.96 -2.72 0.64
*
```

Summary:
E: -9910.9568 eV
Kohn-Sham gap: 0.391 Ha
SMILES: C[C@H](O)[C@@H](N)CO
LUMO: 0.797 eV



Record 2
Computed, not measured: the molecule C4H12N2O2, with the ωB97M-V functional and the def2-TZVPD basis.

ORCA input file:
```
! wB97M-V def2-TZVPD RIJCOSX def2/J DEFGRID3
* xyz 0 1
C 0.41 -0.69 0.36
C -0.24 1.40 -0.77
C -1.99 -0.77 0.81
C 1.40 -1.85 0.27
N 0.78 0.31 -0.60
N 0.42 2.34 -1.61
O -0.88 -1.25 0.08
O 0.55 -0.15 1.66
H 1.05 0.67 1.49
H 0.86 -0.16 -1.51
H 1.37 2.44 -1.28
H -0.09 3.22 -1.62
H -0.43 1.83 0.21
H -1.19 1.10 -1.23
H -2.51 -0.01 0.21
H -1.76 -0.36 1.79
H -2.69 -1.60 0.95
H 2.43 -1.51 0.40
H 1.32 -2.38 -0.69
H 1.20 -2.58 1.06
*
```

Summary:
E: -11417.1734 eV
Kohn-Sham gap: 0.377 Ha
SMILES: CO[C@](C)(O)NCN
LUMO: 0.857 eV



Record 3
Computed, not measured: a 11-piece molecular cluster, C23H68N4O11 overall, with the ωB97M-V functional and the def2-TZVPD basis.

ORCA input file:
```
! wB97M-V def2-TZVPD RIJCOSX def2/J DEFGRID3
* xyz 0 1
C 1.32 22.96 3.05
O 2.16 23.83 2.38
H 1.67 21.98 2.84
H 0.29 23.15 2.76
H 1.48 23.20 4.11
H 2.01 24.73 2.73
C -2.25 21.77 1.80
O -3.28 22.50 1.16
H -2.43 21.50 2.83
H -1.34 22.35 1.70
H -2.02 20.83 1.30
H -3.20 23.46 1.32
C 0.57 19.46 0.37
O 0.66 20.50 1.36
H -0.18 18.78 0.72
H 1.51 18.91 0.24
H 0.37 19.92 -0.61
H 1.45 20.96 1.08
C 3.79 21.85 0.35
O 4.66 22.22 1.37
N 2.56 22.26 0.33
N 4.19 21.01 -0.56
H 2.32 23.04 0.99
H 1.98 22.22 -0.51
H 5.11 20.70 -0.47
H 3.54 20.52 -1.13
C 1.99 19.63 -3.44
O 2.41 19.67 -2.13
N 1.15 20.49 -3.91
N 2.53 18.85 -4.33
H 0.79 21.19 -3.19
H 1.20 20.87 -4.85
H 3.18 18.17 -3.92
H 2.16 18.59 -5.23
C -1.24 22.17 -2.11
C -0.01 23.06 -1.93
C -0.04 23.92 -0.68
O 1.09 22.49 -2.00
H -1.17 21.63 -3.04
H -2.15 22.72 -1.93
H -1.18 21.51 -1.28
H -0.02 23.68 -2.84
H 0.22 23.32 0.16
H -1.00 24.29 -0.41
H 0.62 24.75 -0.69
H 1.73 23.20 -2.25
C 0.98 19.82 5.18
C 0.38 18.60 4.43
C -1.09 18.88 4.00
O 0.92 18.30 3.36
H 1.94 19.54 5.57
H 0.28 20.19 5.90
H 1.13 20.54 4.43
H 0.42 17.64 5.05
H -1.17 19.71 3.28
H -1.65 19.16 4.82
H -1.50 17.99 3.54
H 0.91 19.09 2.84
C 5.25 17.01 3.12
C 4.32 18.18 3.35
C 3.64 18.60 2.12
O 3.53 18.06 4.31
H 6.11 17.41 2.62
H 4.78 16.20 2.67
H 5.55 16.66 4.13
H 4.93 18.98 3.60
H 2.91 17.82 1.83
H 4.34 18.89 1.31
H 3.06 19.48 2.26
H 2.79 17.70 3.87
C -1.64 18.47 -1.84
C -2.92 18.66 -1.00
C -3.89 19.77 -1.32
O -3.62 17.60 -0.89
H -1.21 19.45 -1.92
H -1.88 18.11 -2.84
H -1.02 17.70 -1.38
H -2.44 18.80 -0.05
H -4.33 19.80 -2.31
H -3.43 20.74 -1.08
H -4.68 19.73 -0.57
H -3.09 16.94 -0.48
C -1.62 15.42 2.53
C -1.52 16.11 1.21
C -0.12 16.00 0.66
O -2.28 15.62 0.33
H -0.72 15.57 3.09
H -1.95 14.39 2.47
H -2.50 15.73 3.16
H -1.70 17.18 1.49
H -0.01 16.41 -0.33
H 0.30 14.98 0.67
H 0.49 16.59 1.36
H -2.13 14.71 0.12
C 3.42 16.50 -0.73
C 4.55 17.15 -1.46
C 5.92 16.69 -0.93
O 4.44 17.04 -2.71
H 3.63 16.33 0.38
H 3.21 15.50 -1.16
H 2.56 17.14 -0.81
H 4.52 18.16 -1.14
H 5.94 17.03 0.11
H 6.70 17.07 -1.60
H 6.06 15.61 -0.83
H 4.56 16.09 -2.94
*
```

Summary:
E: -53429.6699 eV
Kohn-Sham gap: 0.306 Ha
SMILES: NC(N)=O.NC(N)=O.CC(C)O.CC(C)O.CC(C)O.CC(C)O.CC(C)O.CC(C)O.CO.CO.CO
LUMO: 0.057 eV



Record 4
Computed, not measured: the molecule C27H42BNO4, with the ωB97M-V functional and the def2-TZVPD basis.

ORCA input file:
```
! wB97M-V def2-TZVPD RIJCOSX def2/J DEFGRID3
* xyz 0 1
C 2.13 5.77 -9.88
C 2.17 5.01 -8.56
C 0.84 4.30 -8.21
C 1.06 2.94 -7.56
C 0.00 2.57 -6.54
C 0.17 1.15 -5.98
C -1.17 0.43 -5.71
C -1.22 -0.34 -4.39
C -1.69 0.48 -3.19
C -2.51 -0.32 -2.15
C -1.83 -0.53 -0.79
C -2.80 -0.26 0.36
C -2.34 -0.81 1.71
C -0.94 -0.34 2.12
C -0.77 -0.44 3.61
C -1.14 0.62 4.47
C -1.69 1.95 3.96
N -0.80 3.10 4.29
C -1.01 0.49 5.86
C -0.49 -0.67 6.44
C -0.11 -1.70 5.60
C -0.25 -1.61 4.21
C 0.23 -2.78 3.42
O -0.31 -3.18 2.43
C 1.41 -3.47 4.00
C 1.55 -3.55 5.33
B 2.78 -4.25 6.03
O 4.03 -3.64 5.86
O 2.65 -5.40 6.74
C 2.93 -5.17 8.15
C 1.90 -5.92 8.99
C 0.48 -2.94 6.16
O 0.14 -3.41 7.21
H 1.73 5.17 -10.69
H 3.14 6.07 -10.17
H 1.55 6.69 -9.82
H 2.40 5.73 -7.77
H 2.96 4.27 -8.63
H 0.27 4.95 -7.54
H 0.27 4.21 -9.14
H 1.15 2.18 -8.34
H 2.03 2.98 -7.06
H -0.01 3.31 -5.75
H -0.96 2.59 -7.05
H 0.76 1.16 -5.06
H 0.75 0.58 -6.70
H -2.00 1.13 -5.80
H -1.31 -0.29 -6.51
H -1.91 -1.17 -4.52
H -0.25 -0.79 -4.19
H -2.29 1.32 -3.53
H -0.84 0.93 -2.68
H -2.75 -1.30 -2.56
H -3.47 0.18 -2.02
H -1.50 -1.56 -0.75
H -0.96 0.12 -0.70
H -3.74 -0.76 0.11
H -3.03 0.80 0.40
H -2.42 -1.89 1.71
H -3.05 -0.46 2.47
H -0.82 0.68 1.79
H -0.19 -0.95 1.62
H -2.66 2.11 4.43
H -1.78 1.93 2.89
H 0.15 2.74 4.28
H -0.95 3.35 5.26
H -1.28 1.30 6.52
H -0.40 -0.77 7.51
H 2.16 -3.88 3.34
H 4.05 -2.81 6.34
H 2.92 -4.11 8.38
H 3.94 -5.53 8.36
H 1.38 -5.22 9.64
H 1.17 -6.36 8.32
H 2.38 -6.70 9.57
*
```

Summary:
E: -39038.1760 eV
Kohn-Sham gap: 0.309 Ha
SMILES: CCCCCCCCCCCCCCc1c(CN)ccc2c1C(=O)C=C(B(O)OCC)C2=O
LUMO: -0.854 eV



Record 5
Computed, not measured: C41H45AsN4O3Si2W as an isolated structure, with the ωB97M-V functional and the def2-TZVPD basis.

ORCA input file:
```
! wB97M-V def2-TZVPD RIJCOSX def2/J DEFGRID3
* xyz 0 1
W -1.29 0.82 -0.20
O -1.25 0.92 1.79
C -0.25 1.35 2.68
C 1.05 0.73 2.15
C 1.65 1.22 0.86
C 3.01 1.51 0.84
C 3.61 1.82 -0.36
C 2.87 1.81 -1.53
C 1.52 1.53 -1.48
C 0.74 1.67 -2.73
C -0.34 0.69 -3.20
O -1.32 0.86 -2.23
C -0.04 -0.76 -3.42
C -0.86 -1.74 -2.88
C -0.65 -3.08 -3.14
C 0.39 -3.47 -3.98
C 1.19 -2.50 -4.56
C 0.99 -1.16 -4.27
C -0.86 1.30 -4.54
C -0.93 0.64 -5.77
C -1.43 1.29 -6.90
C -1.88 2.60 -6.83
C -1.84 3.25 -5.61
C -1.34 2.61 -4.49
N 0.93 1.25 -0.28
C -0.58 0.78 4.06
C -1.72 1.26 4.70
C -2.09 0.79 5.94
C -1.31 -0.17 6.59
C -0.17 -0.65 5.96
C 0.19 -0.18 4.71
C -0.13 2.87 2.81
C 0.99 3.41 3.46
C 1.11 4.78 3.62
C 0.11 5.63 3.17
C -1.01 5.10 2.56
C -1.13 3.72 2.39
H 0.84 -0.33 2.03
H 1.85 0.83 2.88
H 3.58 1.48 1.75
H 4.67 2.04 -0.39
H 3.32 2.05 -2.48
H 1.45 1.88 -3.53
H 0.14 2.56 -2.57
H -1.74 -1.37 -2.37
H -1.32 -3.82 -2.71
H 0.55 -4.51 -4.21
H 2.00 -2.80 -5.21
H 1.63 -0.40 -4.71
H -0.62 -0.38 -5.88
H -1.47 0.76 -7.84
H -2.26 3.09 -7.71
H -2.21 4.27 -5.52
H -1.36 3.13 -3.54
H -2.33 2.00 4.20
H -2.98 1.17 6.42
H -1.59 -0.53 7.57
H 0.44 -1.40 6.45
H 1.08 -0.59 4.24
H 1.76 2.76 3.84
H 1.99 5.18 4.11
H 0.20 6.70 3.30
H -1.81 5.75 2.23
H -2.03 3.31 1.95
N -0.12 7.00 -0.73
C -0.89 6.14 -0.82
N -1.84 5.21 -0.95
C -1.58 4.00 -0.70
N -1.42 2.86 -0.50
C -1.40 -5.57 0.16
Si -1.42 -4.05 1.26
C -3.15 -3.79 1.93
C -0.30 -4.39 2.70
As -1.07 -2.05 -0.07
Si 1.50 -2.77 0.02
C 1.77 -4.58 -0.39
C 2.30 -2.55 1.71
C 2.54 -1.80 -1.14
H -1.68 -6.42 0.78
H -0.42 -5.77 -0.27
H -2.12 -5.49 -0.65
H -3.46 -4.66 2.51
H -3.86 -3.65 1.12
H -3.19 -2.91 2.57
H -0.70 -5.26 3.22
H -0.26 -3.55 3.40
H 0.71 -4.64 2.39
H 1.26 -5.25 0.29
H 2.85 -4.77 -0.31
H 1.47 -4.80 -1.42
H 1.84 -3.17 2.48
H 2.34 -1.54 2.08
H 3.34 -2.89 1.59
H 2.25 -1.93 -2.18
H 3.58 -2.10 -1.02
H 2.36 -0.73 -0.99
O -2.95 0.52 -0.24
*
```

Summary:
E: -133771.3368 eV
Kohn-Sham gap (spin up / spin down): 0.207 / 0.181 Ha
LUMO (spin up / spin down): -1.409 / -1.789 eV



Record 6
Computed, not measured: an isolated ion of composition C6H11N4 and charge +1, with the ωB97M-V functional and the def2-TZVPD basis.

ORCA input file:
```
! wB97M-V def2-TZVPD RIJCOSX def2/J DEFGRID3
* xyz 1 1
C 0.43 -0.01 -0.04
C -0.04 -1.41 1.85
C -0.38 0.04 2.19
C 0.78 -1.30 0.58
C 0.65 -2.41 -0.49
C -0.24 2.51 -2.74
N -0.85 1.95 0.68
N -0.88 2.30 -0.48
N -0.20 0.64 0.85
N -0.50 1.94 -1.53
H 0.38 -1.94 2.73
H -1.05 -1.79 1.74
H -1.42 0.12 2.28
H 0.25 0.45 2.97
H 1.95 -1.36 0.65
H 1.12 -1.89 -1.33
H -0.40 -2.67 -0.68
H 1.15 -3.36 -0.08
H -0.13 3.64 -2.54
H 0.52 2.10 -3.22
H -1.15 2.45 -3.38
*
```

Summary:
E: -12346.4939 eV
Kohn-Sham gap (spin up / spin down): 0.277 / 0.284 Ha
LUMO (spin up / spin down): -6.743 / -6.639 eV



The evaluated max |F| for the records listed, in turn: 0.0449, 0.0316, 0.2107, 0.0203, 0.0726, 0.1291 hartree/bohr.